{
  "formula": "C3H5N2O2",
  "method": "wB97M-V/def2-TZVPD",
  "e_homo_ev": -15.04,
  "smiles": "O=C=NCC[NH+]=O",
  "charge": 1,
  "multiplicity": 1,
  "e_lumo_ha": -0.27791,
  "species": ["C", "C", "C", "N", "N", "O", "O", "H", "H", "H", "H", "H"],
  "coordinates": [[2.38204, -0.43209, 0.00171], [-0.09358, -0.99011, 0.21574], [-1.06512, 0.15889, -0.47327], [1.20218, -0.62118, 0.21598], [-0.87394, 1.43075, 0.21370], [3.50988, -0.35337, -0.20041], [-0.01685, 2.18714, -0.04996], [-0.40032, -1.05611, 1.18637], [-0.39970, -1.88180, -0.34576], [-0.56559, 0.02898, -1.48189], [-2.09056, -0.12511, -0.19146], [-1.58841, 1.65400, 0.90925]],
  "mulliken_charge": [0.53, -0.55, -0.45, -0.22, 0.37, -0.33, -0.21, 0.44, 0.36, 0.40, 0.35, 0.31]
}

***

{
  "formula": "C2H3Cl2NSi",
  "method": "wB97M-V/def2-TZVPD",
  "e_homo_ev": -10.77,
  "multiplicity": 1,
  "e_lumo_ha": -0.03656,
  "species": ["C", "C", "N", "Si", "Cl", "Cl", "H", "H", "H"],
  "coordinates": [[-0.38208, 1.96182, 1.17458], [-0.22972, 0.60993, 0.75917], [-0.66047, 2.98616, 1.55534], [-1.62082, -0.28106, -0.21332], [-2.64846, 0.97390, -1.40471], [-2.96035, -1.03553, 1.08736], [0.43646, 0.05215, 1.30042], [0.79059, 0.75986, -0.73813], [-0.96602, -1.22890, -0.87946]],
  "mulliken_charge": [0.21, -0.70, -0.32, 0.71, -0.20, -0.21, 0.49, 0.18, -0.15]
}

***

{
  "formula": "C37H31ClF6NO6PS6W",
  "method": "wB97M-V/def2-TZVPD",
  "e_homo_ev": [-13.05, -13.07],
  "charge": 2,
  "multiplicity": 3,
  "e_lumo_ha": [-0.21822, -0.23223],
  "species": ["W", "F", "C", "F", "F", "S", "O", "O", "N", "S", "O", "O", "C", "F", "F", "F", "Cl", "C", "C", "C", "C", "C", "C", "P", "C", "C", "C", "C", "C", "C", "C", "C", "C", "C", "C", "C", "H", "H", "H", "H", "H", "H", "H", "H", "H", "H", "H", "H", "H", "H", "O", "S", "C", "C", "C", "C", "H", "H", "H", "H", "H", "H", "H", "H", "O", "C", "C", "C", "C", "C", "S", "C", "C", "C", "C", "S", "C", "C", "C", "C", "S", "H", "H", "H", "H", "H", "H", "H", "H", "H"],
  "coordinates": [[0.57038, 0.95538, -0.70770], [6.05506, 2.14288, -1.11481], [5.25238, 1.28936, -0.53645], [5.35196, 0.10238, -1.09937], [5.50813, 1.21483, 0.75786], [3.46477, 1.85117, -0.73421], [2.73298, 1.57941, 0.51285], [2.82973, 1.10715, -1.83029], [3.62348, 3.37137, -1.07750], [2.24495, 3.98790, -1.54495], [2.16310, 4.38641, -2.90082], [1.12048, 3.15000, -1.02102], [2.13249, 5.50954, -0.51606], [3.10565, 6.31570, -0.88978], [2.25715, 5.21724, 0.77304], [0.94880, 6.07138, -0.71411], [-1.04274, 2.09681, -2.32146], [-2.66964, 1.94665, -1.63769], [-3.59865, 2.83753, -2.13849], [-4.91520, 2.68635, -1.72834], [-5.26235, 1.63618, -0.88862], [-4.29739, 0.75745, -0.42497], [-2.94672, 0.92693, -0.74676], [-1.64561, -0.25242, -0.24809], [-2.23350, -1.72834, -1.09102], [-2.62030, -2.85194, -0.37022], [-3.27438, -3.89268, -1.02076], [-3.53089, -3.81381, -2.37834], [-3.13072, -2.69394, -3.10363], [-2.49549, -1.64924, -2.46323], [-1.67092, -0.59485, 1.53724], [-0.45936, -0.82542, 2.18892], [-0.42863, -1.16619, 3.53335], [-1.61155, -1.27954, 4.25012], [-2.82345, -1.05534, 3.61277], [-2.85486, -0.72179, 2.26601], [-3.31054, 3.60674, -2.84014], [-5.66977, 3.36575, -2.09964], [-6.29642, 1.48678, -0.61103], [-4.61496, -0.09895, 0.15005], [-2.41674, -2.93020, 0.68821], [-3.58217, -4.76434, -0.45938], [-4.04407, -4.62444, -2.87776], [-3.33293, -2.63319, -4.16411], [-2.21351, -0.77311, -3.03663], [0.48115, -0.78204, 1.65293], [0.52229, -1.35267, 4.01505], [-1.59070, -1.55079, 5.29693], [-3.75232, -1.15509, 4.15758], [-3.81780, -0.58434, 1.80374], [-0.50253, 2.03403, 0.68057], [-0.32233, 3.43267, 1.36870], [0.62988, 3.04816, 2.86607], [-0.33215, 3.16751, 4.05361], [-1.71540, 2.78753, 3.53698], [-1.87896, 3.57752, 2.24465], [1.50028, 3.69786, 2.89788], [0.96017, 2.02212, 2.69192], [-0.33417, 4.19391, 4.42363], [0.00507, 2.52922, 4.86904], [-2.50939, 3.03158, 4.24113], [-1.76945, 1.71959, 3.32565], [-2.00771, 4.64798, 2.42152], [-2.64848, 3.23727, 1.55113], [1.32367, -0.66857, -0.42693], [1.85998, -1.95687, -0.95835], [2.01764, -1.72857, -2.44561], [2.95996, -2.17113, -3.31430], [2.73836, -1.72233, -4.65466], [1.64239, -0.93640, -4.77673], [0.84299, -0.77802, -3.26889], [3.15429, -2.14643, -0.19824], [3.56388, -1.48466, 0.92044], [4.75621, -2.03288, 1.47527], [5.19793, -3.11237, 0.78048], [4.18122, -3.47831, -0.54220], [0.92687, -3.08714, -0.63075], [0.70616, -3.61155, 0.61528], [-0.01016, -4.82968, 0.57142], [-0.27782, -5.21913, -0.71118], [0.29913, -4.10324, -1.85454], [3.80391, -2.78133, -3.03514], [3.37736, -1.97553, -5.48675], [1.24462, -0.45510, -5.65391], [3.04658, -0.63577, 1.33702], [5.25648, -1.63839, 2.34648], [6.07683, -3.71009, 0.95814], [1.10216, -3.17404, 1.52107], [-0.27856, -5.41000, 1.44120], [-0.79756, -6.10400, -1.04032]],
  "mulliken_charge": [0.75, -0.17, 0.52, -0.18, -0.18, 1.02, -0.51, -0.65, -0.68, 1.12, -0.68, -0.45, 0.55, -0.18, -0.19, -0.19, -0.13, 1.23, -0.64, -0.69, -0.94, -0.78, 0.30, 0.97, 1.13, -0.36, -0.76, -0.71, -0.87, -0.66, 1.07, 0.63, -0.81, -0.96, -0.91, -0.71, 0.57, 0.46, 0.47, 0.47, 0.38, 0.51, 0.45, 0.49, 0.35, -0.36, 0.57, 0.45, 0.49, 0.13, -0.85, 0.33, -0.16, -1.00, 0.39, -0.82, 0.68, -0.13, 0.35, 0.43, 0.56, -0.47, 0.52, 0.32, 0.41, 2.38, -0.70, -0.75, -0.84, -0.82, 0.45, -0.10, -0.77, -0.95, -0.79, -0.09, 0.28, 0.07, -1.22, -0.47, -0.12, 0.55, 0.50, 0.55, 0.79, 0.49, 0.51, 0.76, 0.45, 0.55]
}

***

Number 1: E -10255.77199 eV. Number 2: E -36534.79326 eV. Number 3: E -157584.55369 eV.